Record 1
This record from OMol25 describes a 7-piece molecular cluster, C17H42N5O11 overall. The level of theory is the ωB97M-V functional and the def2-TZVPD basis.

The spin multiplicity is 2. The value obtained for the lowest unoccupied orbital energy (spin up / spin down) is -5.8 / -5.8 eV. Its net charge is +2. As for the total energy: -1773.47656 Eh. As for the HOMO-LUMO gap (spin up / spin down): 3.12 / 4.09 eV. As for the HOMO energy (spin up / spin down): -8.91 / -9.87 eV. The expectation value of S² is 0.7529.

Atoms and positions in Å:
C  -6.383  -0.527  -1.510
C  -5.417  -0.837  -0.409
O  -4.612  -1.769  -0.542
N  -5.545  -0.178  0.988
H  -6.493  0.091  1.211
H  -5.443  -1.008  1.554
C  -4.498  0.888  1.283
H  -6.396  -1.299  -2.280
H  -6.075  0.421  -1.950
H  -7.432  -0.476  -1.219
H  -4.586  1.862  0.801
H  -3.544  0.468  0.965
H  -4.560  1.052  2.359
C  2.416  -3.702  2.500
C  1.686  -3.547  1.219
O  0.510  -3.146  1.055
N  2.695  -3.721  0.057
H  3.062  -2.786  -0.054
H  3.446  -4.293  0.416
C  2.070  -4.468  -1.149
H  1.864  -3.379  3.382
H  3.308  -3.076  2.520
H  2.711  -4.744  2.625
H  1.640  -5.408  -0.805
H  2.847  -4.766  -1.853
H  1.447  -3.664  -1.543
C  -0.281  -0.024  0.053
C  0.587  -0.003  -1.205
O  1.127  -1.014  -1.581
N  0.613  1.349  -1.921
H  0.076  1.342  -2.777
H  0.176  2.047  -1.336
C  2.033  1.825  -2.306
H  -0.887  0.872  0.190
H  0.277  0.019  0.988
H  -0.886  -0.927  0.132
H  2.415  1.375  -3.222
H  2.634  1.787  -1.398
H  1.924  2.860  -2.630
C  5.513  2.428  -3.687
C  5.164  3.340  -2.518
O  4.280  4.167  -2.498
N  5.813  3.007  -1.221
H  5.659  2.060  -0.905
H  6.818  3.024  -1.316
C  5.608  4.026  -0.036
H  6.075  2.879  -4.505
H  4.584  2.097  -4.151
H  6.143  1.553  -3.522
H  6.447  4.706  -0.181
H  5.751  3.461  0.885
H  4.684  4.605  -0.046
C  -1.558  -3.767  4.400
C  -1.728  -2.354  3.911
O  -1.764  -2.006  2.766
N  -2.080  -1.346  5.016
H  -1.613  -1.635  5.863
H  -1.694  -0.433  4.820
C  -3.602  -1.202  5.103
H  -2.393  -4.323  4.828
H  -0.668  -3.708  5.026
H  -1.344  -4.327  3.490
H  -3.874  -0.763  4.143
H  -3.835  -0.362  5.756
H  -4.168  -2.086  5.396
O  -2.000  4.883  0.455
C  -1.441  4.342  -0.625
O  -0.955  3.253  -0.574
O  -1.128  5.044  -1.585
H  -1.772  4.073  0.918
O  -0.082  1.088  -6.400
C  -1.047  1.072  -5.512
O  -0.787  1.567  -4.393
O  -2.152  0.593  -5.770
H  0.626  1.547  -5.943

Here are the Löwdin charges for atoms 1 to 2, given in e: number 1, C, carries 0.0301; number 2, C, carries -0.3194



Record 2
This record from OMol25 describes a 2-piece molecular cluster, C3H3N overall. The level of theory is the ωB97M-V functional and the def2-TZVPD basis.

The value obtained for the lowest unoccupied orbital energy (spin up / spin down) is -0.7 / -0.6 eV. As for the total energy: -170.53873 Eh. As for the HOMO-LUMO gap (spin up / spin down): 8.16 / 8.12 eV. As for the HOMO energy (spin up / spin down): -8.89 / -8.73 eV.

Atoms and positions in Å:
C  0.409  0.956  -0.244
C  0.774  -0.370  -0.150
C  -0.224  0.211  0.729
N  -2.285  0.135  -0.229
H  0.758  1.758  -0.798
H  1.449  -1.201  -0.373
H  -2.843  0.808  0.201

Here are the Löwdin charges for atoms 1 to 2, given in e: number 1, C, carries -0.0920; number 2, C, carries -0.0176



Record 3
This record from OMol25 describes one molecule with the formula C4H8O4. The level of theory is the ωB97M-V functional and the def2-TZVPD basis.

The value obtained for the lowest unoccupied orbital energy is 0.6 eV. As for the total energy: -458.12551 Eh. As for the HOMO-LUMO gap: 9.92 eV. As for the HOMO energy: -9.32 eV. The SMILES is C=C(O)C(O)(O)OC.

Atoms and positions in Å:
C  -1.508  -1.396  -0.950
C  -0.340  -0.804  -1.100
O  0.424  -0.974  -2.322
C  0.409  0.187  -0.277
O  1.788  0.002  -0.245
O  0.152  1.463  -0.686
O  -0.171  -0.186  1.059
C  -0.161  0.831  2.040
H  -2.030  -1.327  -0.015
H  -1.904  -2.008  -1.741
H  1.016  -0.222  -2.463
H  1.985  -0.885  0.078
H  0.817  2.054  -0.305
H  0.796  1.367  2.054
H  -0.970  1.551  1.869
H  -0.303  0.346  3.005

Here are the natural (NBO) charges for atoms 1 to 2, given in e: number 1, C, carries -0.4350; number 2, C, carries 0.2458



Record 4
This record from OMol25 describes C3H7NS2 as an isolated structure. The level of theory is the ωB97M-V functional and the def2-TZVPD basis.

The value obtained for the lowest unoccupied orbital energy is -0.3 eV. As for the total energy: -969.41690 Eh. As for the HOMO-LUMO gap: 8.64 eV. As for the HOMO energy: -8.95 eV.

Atoms and positions in Å:
C  0.309  0.999  -0.751
C  0.937  -0.356  -0.170
C  -0.232  -0.472  0.911
H  2.682  0.894  -1.360
H  -0.531  0.936  -1.218
H  0.037  1.739  0.009
H  0.803  -1.153  -0.811
H  1.830  -0.237  0.361
H  -0.663  0.621  1.518
H  -3.438  -2.142  1.018
N  -1.027  -1.368  0.644
S  1.466  2.093  -2.013
S  -2.173  -1.553  1.863

Here are the natural (NBO) charges for atoms 1 to 2, given in e: number 1, C, carries -0.3839; number 2, C, carries -0.4472



Computed ΔE to the lowest compared entry with this formula, charge and spin (kJ/mol) in order:
312.7; 765.0; 282.6; 578.7